8 unconnected molecules or ions with the total composition C44H100N4O12 at a distorted geometry. Source: OMol25; level of theory: ωB97M-V with the def2-TZVPD basis set.

Its spin multiplicity is 1. The HOMO-LUMO gap is 8.04 eV. The relative energy (zero: lowest compared OMol25 entry of this formula, charge and spin) is 107.7 kcal/mol.

Geometry (Å):
O: -1.0874 -6.0009 0.8206
O: 7.3421 -0.5203 2.1902
O: 2.0530 1.4042 0.6087
O: 2.4876 -1.4667 -0.4459
O: 3.5920 -2.1188 5.6722
O: 7.2049 -3.5847 -6.3433
O: 1.5834 -4.9220 -7.3278
O: 2.6564 9.0995 8.2932
O: 7.6274 -3.6770 -3.1920
O: -5.4765 6.2751 -2.1508
O: 2.3718 -3.8456 7.8359
O: 6.0838 1.6256 3.5465
N: 1.4595 8.5894 8.6639
N: -2.3387 -6.5904 1.0805
N: -4.8740 5.0480 -2.5301
N: 0.9104 -4.7451 -8.5806
C: 0.2158 10.7165 9.2011
C: 0.2361 8.8086 6.4067
C: 0.6551 -6.0117 -9.2394
C: 7.8186 -2.5697 -4.1311
C: 1.8499 6.8813 6.8486
C: -4.8845 4.0770 -1.4242
C: 0.7255 9.3370 9.6511
C: -0.2033 -7.0002 -8.3379
C: -3.2870 3.7345 -3.9162
C: -3.2708 -4.8528 2.7150
C: -1.7821 -6.6486 3.5472
C: 2.0182 -0.3322 -1.1961
C: -6.3821 3.7169 -1.0965
C: -1.1519 -3.7419 -7.3949
C: -2.5140 5.9737 -2.6428
C: 8.2771 -3.1854 -5.4912
C: 1.9479 -6.7339 -9.6362
C: 2.6387 0.9302 -0.5819
C: 7.4968 1.3914 3.7146
C: 8.0640 0.6762 2.4739
C: -0.3516 7.0198 8.0825
C: 0.7617 -2.2983 -8.5239
C: -1.2572 7.7660 9.0227
C: 2.3690 -1.8753 6.2928
C: -3.0684 2.7704 -2.8220
C: -4.3751 -7.7879 0.3101
C: -1.3944 -4.9201 -10.4321
C: -0.4746 8.4162 10.1628
C: -0.8047 -3.5960 -9.9618
C: -4.1898 4.4856 -0.1445
C: -0.0402 -3.6245 -8.5922
C: -0.1354 -5.8493 -10.5845
C: -2.8463 -6.3571 2.4473
C: -4.0066 -7.3108 2.7601
C: -3.1839 -6.7918 -0.1103
C: -4.2873 2.7586 -1.9092
C: -3.8398 -5.4718 -0.5759
C: -3.9901 6.0016 -4.7084
C: -4.9968 -7.5516 1.6763
C: -3.6294 5.1645 -3.4193
C: -2.5078 -7.4396 -1.3549
C: 1.6010 9.5628 10.8844
C: 2.3430 -2.4023 7.7606
C: 0.8082 7.8482 7.5315
H: -3.6289 -8.2277 3.2127
H: -6.2478 6.2931 -2.7222
H: 5.6857 0.8359 3.9198
H: -0.5187 -6.7336 0.5731
H: -2.0470 -4.8489 -11.3022
H: -3.0703 -4.7012 -0.6221
H: -3.4362 -4.6746 3.7775
H: -2.0927 -5.3216 -9.6977
H: 7.2111 -3.2990 -2.4140
H: -0.8478 6.6682 7.1779
H: -0.0786 7.6287 10.8040
H: 1.7854 -1.9643 -0.0206
H: -0.1626 -3.1766 -10.7363
H: -0.0846 6.0730 8.5520
H: -6.8869 3.6159 -2.0573
H: -2.0116 5.3219 -1.9281
H: -1.5233 -7.0266 -1.5746
H: -4.2470 -4.8011 2.2327
H: -2.1899 -6.5900 4.5563
H: 2.2939 -0.4388 -2.2452
H: -2.0209 8.3998 8.5719
H: -3.9109 2.2222 -1.0381
H: 3.2533 -4.2257 7.8357
H: -4.6255 -6.8223 3.5127
H: -3.9715 -8.7991 0.3633
H: -1.5620 -4.7505 -7.3435
H: -6.4214 2.7467 -0.6013
H: 8.0100 2.3370 3.8893
H: -3.1042 4.4022 -0.1959
H: 7.9390 1.2821 1.5765
H: 8.8970 -2.4607 -6.0191
H: -2.9785 6.7172 -1.9950
H: 2.5045 7.4179 6.1619
H: -4.5985 5.4266 0.2234
H: -2.9793 1.7505 -3.1961
H: -0.9950 -5.8964 3.6002
H: 2.6148 -6.1927 -10.3073
H: 2.5670 -7.0766 -8.8071
H: 0.9846 11.2247 8.6192
H: 6.9274 -1.9578 -4.2708
H: 2.4571 -4.5479 -7.4631
H: 2.3734 6.4010 7.6753
H: -2.2619 -8.4807 -1.1457
H: -2.1977 3.0879 -2.2484
H: -1.9374 7.0229 9.4388
H: 3.2342 -2.0463 8.2775
H: 0.1577 -1.3913 -8.4974
H: 7.6672 0.7385 4.5707
H: 6.4017 -0.3986 2.3402
H: -1.3485 -7.6473 3.4954
H: 8.6064 -1.9372 -3.7218
H: -0.1635 -8.0108 -8.7445
H: -2.0805 -3.1893 -7.5380
H: 1.3726 -2.3460 -7.6224
H: 3.2256 8.3639 8.5310
H: 1.4441 5.9799 6.3894
H: -4.4964 3.7840 0.6313
H: 2.5496 10.0364 10.6311
H: -5.1217 -7.8095 -0.4837
H: 0.9967 9.5468 6.1525
H: -0.6607 9.3667 6.6757
H: -0.0993 11.1852 10.1334
H: -1.2439 -6.7477 -8.1346
H: -4.8115 5.4762 -5.1956
H: -5.6925 -8.3371 1.9715
H: -3.1983 6.2130 -5.4271
H: 3.6360 -3.0644 5.5122
H: 1.9314 8.6141 11.3073
H: 1.7045 -7.7287 -10.0094
H: 0.9286 -0.3613 -1.1877
H: 0.4751 -5.5502 -11.4365
H: 0.0307 8.1872 5.5351
H: -0.6700 10.7453 8.5665
H: 2.5490 1.6983 -1.3500
H: -1.8213 6.4740 -3.3195
H: 9.1329 0.4674 2.4305
H: -4.2963 -5.4210 -1.5644
H: 1.5773 -2.2791 5.6618
H: -1.2138 8.9936 10.7180
H: -4.1148 3.4083 -4.5459
H: -5.5056 -6.5935 1.7829
H: 7.5300 -4.1274 -7.0653
H: 1.4780 -2.0474 8.3210
H: 1.0641 10.0509 11.6977
H: 2.5849 1.1064 1.3503
H: -0.5916 -6.8210 -10.7737
H: 0.1235 -7.0214 -7.2983
H: 2.2305 -0.7950 6.2497
H: -0.6993 -3.3395 -6.4886
H: -2.5609 -4.1459 2.2853
H: 3.7148 0.7681 -0.5196
H: -3.1136 -7.3341 -2.2549
H: -4.4546 -4.9609 0.1651
H: 8.9619 -4.0262 -5.3810
H: -4.4206 6.9278 -4.3276
H: -5.0644 2.0760 -2.2531
H: 1.4543 -2.1926 -9.3589
H: -2.2997 3.8058 -4.3727
H: -1.6038 -2.8641 -9.8442
H: -6.8494 4.4055 -0.3926